1.
{
  "formula": "C54H64MgNO4",
  "method": "ωB97M-V with the def2-TZVPD basis set",
  "relative_energy_ev": 0.000,
  "e_homo_ev": -4.62,
  "total_charge": -1,
  "multiplicity": 1,
  "lumo_energy_ev": 2.3,
  "e_tot_ha": -2652.1763,
  "gap_ev": 6.9074,
  "largest_force_ev_per_a": 0.1,
  "elements": ["Mg", "C", "O", "C", "C", "C", "C", "C", "C", "C", "C", "C", "C", "C", "C", "C", "C", "C", "C", "C", "C", "C", "C", "C", "C", "C", "C", "C", "C", "C", "C", "C", "C", "O", "C", "C", "C", "C", "C", "O", "C", "C", "C", "C", "C", "C", "O", "C", "C", "C", "C", "H", "H", "H", "H", "H", "H", "H", "H", "H", "H", "H", "H", "H", "H", "H", "H", "H", "H", "H", "H", "H", "H", "H", "H", "H", "H", "H", "H", "H", "H", "H", "H", "H", "H", "H", "H", "H", "H", "H", "H", "H", "H", "H", "H", "H", "H", "H", "H", "H", "H", "H", "H", "H", "H", "H", "H", "H", "H", "C", "C", "C", "C", "C", "C", "C", "C", "N", "H", "H", "H", "H", "H", "H"],
  "positions_angstrom": [[0.825, 2.835, 0.377], [3.955, 2.331, -1.135], [2.688, 1.908, -0.633], [2.472, 0.538, -0.778], [1.837, 0.064, -1.921], [1.383, 0.972, -3.047], [-0.122, 1.016, -3.125], [-0.841, 0.352, -4.111], [-2.233, 0.335, -4.131], [-2.887, 1.025, -3.107], [-2.204, 1.695, -2.108], [-2.901, 2.349, -0.943], [-2.747, 1.494, 0.300], [-3.323, 0.234, 0.319], [-3.130, -0.660, 1.368], [-2.356, -0.236, 2.438], [-1.769, 1.027, 2.474], [-0.886, 1.393, 3.652], [0.353, 0.535, 3.683], [0.492, -0.535, 4.549], [1.599, -1.387, 4.519], [2.575, -1.112, 3.566], [2.469, -0.047, 2.680], [3.452, 0.169, 1.558], [2.848, -0.318, 0.255], [2.562, -1.668, 0.121], [1.895, -2.183, -0.986], [1.551, -1.297, -1.998], [1.553, -3.671, -1.031], [0.782, -4.056, 0.241], [2.849, -4.490, -1.101], [0.685, -4.026, -2.239], [1.352, 0.806, 2.725], [1.236, 1.805, 1.901], [1.674, -2.570, 5.483], [0.470, -3.496, 5.254], [1.650, -2.067, 6.933], [2.946, -3.394, 5.287], [-1.968, 1.875, 1.392], [-1.308, 3.100, 1.358], [-2.044, 4.180, 1.907], [-3.745, -2.056, 1.288], [-3.300, -2.948, 2.447], [-5.275, -1.940, 1.318], [-3.317, -2.730, -0.025], [-0.793, 1.700, -2.097], [-0.137, 2.318, -1.163], [-3.049, -0.411, -5.185], [-2.161, -1.112, -6.213], [-3.962, 0.570, -5.934], [-3.916, -1.480, -4.503], [4.019, 2.140, -2.209], [4.758, 1.794, -0.623], [4.038, 3.398, -0.947], [1.789, 0.598, -3.990], [1.767, 1.979, -2.883], [-0.279, -0.169, -4.879], [-3.974, 1.037, -3.076], [-3.965, 2.468, -1.168], [-2.471, 3.336, -0.769], [-3.899, -0.065, -0.551], [-2.152, -0.901, 3.268], [-1.453, 1.250, 4.577], [-0.596, 2.441, 3.584], [-0.303, -0.712, 5.269], [3.452, -1.746, 3.486], [4.371, -0.389, 1.758], [3.699, 1.228, 1.482], [2.830, -2.320, 0.944], [1.012, -1.640, -2.872], [1.375, -3.891, 1.141], [0.503, -5.113, 0.208], [-0.127, -3.461, 0.333], [3.488, -4.290, -0.239], [3.413, -4.242, -2.002], [2.624, -5.560, -1.118], [-0.251, -3.464, -2.235], [0.443, -5.090, -2.214], [1.201, -3.823, -3.179], [-0.473, -2.971, 5.416], [0.504, -4.349, 5.938], [0.468, -3.874, 4.229], [0.744, -1.496, 7.139], [2.505, -1.416, 7.125], [1.690, -2.907, 7.633], [3.001, -3.811, 4.279], [2.956, -4.227, 5.994], [3.842, -2.796, 5.459], [-2.981, 4.325, 1.362], [-1.422, 5.068, 1.812], [-2.269, 3.997, 2.962], [-3.625, -2.551, 3.411], [-2.214, -3.059, 2.472], [-3.739, -3.942, 2.331], [-5.608, -1.473, 2.247], [-5.735, -2.929, 1.244], [-5.639, -1.333, 0.487], [-2.230, -2.789, -0.090], [-3.670, -2.180, -0.898], [-3.723, -3.744, -0.077], [-1.533, -0.399, -6.752], [-2.785, -1.630, -6.945], [-1.511, -1.853, -5.742], [-3.368, 1.333, -6.441], [-4.643, 1.078, -5.251], [-4.562, 0.044, -6.683], [-3.288, -2.195, -3.967], [-4.509, -2.027, -5.242], [-4.603, -1.034, -3.782], [1.083, 5.029, 0.275], [2.114, 5.333, -0.676], [1.938, 5.091, -2.063], [2.943, 5.311, -2.973], [4.193, 5.794, -2.559], [4.391, 6.053, -1.198], [3.383, 5.828, -0.287], [5.238, 6.027, -3.504], [6.084, 6.215, -4.265], [0.075, 5.173, -0.122], [1.215, 5.490, 1.254], [0.986, 4.694, -2.398], [2.777, 5.106, -4.024], [5.348, 6.435, -0.866], [3.559, 6.032, 0.763]],
  "atomic_forces_ev_per_a": [[0.002, 0.068, -0.028], [-0.018, 0.004, 0.011], [0.013, -0.029, -0.015], [-0.011, 0.017, -0.003], [0.017, 0.004, 0.014], [-0.004, -0.002, 0.006], [-0.013, -0.014, -0.008], [0.007, 0.003, 0.001], [0.000, 0.004, -0.003], [-0.014, 0.009, 0.007], [0.006, -0.020, -0.008], [-0.005, 0.001, 0.002], [0.017, -0.012, 0.000], [-0.003, 0.010, -0.011], [-0.005, 0.015, 0.033], [0.004, -0.011, -0.005], [-0.003, -0.020, 0.008], [0.001, -0.005, -0.001], [-0.003, -0.005, -0.002], [-0.005, 0.005, 0.003], [-0.005, 0.007, -0.009], [0.007, -0.004, 0.009], [-0.005, -0.016, -0.004], [0.021, 0.006, 0.005], [-0.004, -0.010, 0.009], [-0.014, 0.004, -0.008], [0.023, -0.018, -0.010], [-0.005, 0.009, -0.015], [-0.004, -0.006, 0.002], [-0.012, -0.009, -0.002], [0.005, 0.010, -0.002], [-0.002, 0.001, 0.002], [0.002, 0.001, 0.002], [-0.007, -0.027, 0.032], [0.000, 0.000, -0.001], [-0.004, -0.003, 0.001], [-0.001, 0.004, 0.001], [0.005, 0.001, 0.003], [0.004, 0.033, -0.006], [-0.014, -0.016, 0.012], [0.014, 0.000, -0.008], [-0.005, -0.005, -0.001], [-0.002, -0.001, 0.000], [-0.002, 0.004, -0.002], [-0.002, -0.003, -0.003], [0.001, 0.010, -0.012], [-0.026, -0.013, 0.009], [-0.003, -0.004, -0.002], [0.003, 0.001, -0.002], [0.001, -0.001, 0.000], [0.003, -0.003, 0.006], [0.005, 0.000, -0.001], [0.004, 0.002, -0.003], [0.002, 0.003, -0.003], [0.010, 0.001, 0.004], [-0.006, 0.006, -0.003], [0.002, 0.000, -0.001], [0.000, -0.003, -0.001], [-0.001, 0.003, 0.004], [0.001, 0.002, -0.003], [0.003, -0.005, -0.003], [0.003, -0.003, -0.007], [-0.003, 0.002, -0.002], [0.002, 0.003, -0.005], [0.002, 0.001, -0.001], [0.000, 0.000, -0.001], [0.004, 0.005, -0.004], [-0.003, -0.004, 0.003], [-0.002, 0.003, 0.003], [-0.003, -0.003, 0.005], [0.004, 0.000, 0.003], [0.003, 0.003, 0.000], [-0.003, 0.009, 0.000], [0.000, 0.002, -0.001], [0.000, -0.002, 0.000], [0.000, -0.002, 0.000], [0.001, 0.001, -0.002], [0.000, 0.000, 0.000], [0.001, -0.003, 0.000], [0.002, 0.000, 0.002], [0.001, 0.000, -0.001], [0.002, 0.001, 0.000], [0.000, 0.000, 0.002], [0.001, 0.001, 0.000], [0.000, -0.002, 0.000], [0.000, -0.002, -0.001], [0.000, -0.001, 0.000], [0.000, 0.002, 0.000], [-0.001, 0.002, 0.001], [0.000, 0.003, 0.002], [-0.002, 0.001, 0.001], [-0.001, 0.002, -0.002], [0.002, 0.000, 0.001], [0.000, -0.001, 0.002], [0.001, -0.001, 0.000], [0.001, 0.000, 0.000], [0.000, 0.000, 0.000], [0.002, 0.000, 0.003], [0.001, 0.002, 0.000], [0.000, 0.000, 0.000], [0.000, 0.000, 0.000], [0.000, 0.000, 0.000], [-0.001, 0.000, 0.000], [0.001, 0.000, 0.000], [0.000, 0.000, 0.000], [0.000, 0.000, 0.001], [0.000, 0.001, 0.001], [0.000, 0.000, 0.000], [-0.001, 0.001, -0.001], [-0.002, -0.015, 0.005], [0.010, -0.002, -0.005], [0.003, 0.003, 0.002], [-0.001, -0.008, 0.009], [-0.011, 0.005, 0.014], [-0.010, -0.002, -0.011], [0.002, 0.004, 0.003], [0.023, -0.001, -0.018], [-0.003, 0.001, 0.003], [-0.002, 0.001, 0.002], [-0.001, 0.011, -0.003], [-0.001, -0.001, 0.003], [0.002, 0.000, -0.002], [0.002, 0.001, 0.000], [0.000, 0.001, 0.001]],
  "lowdin_charge": [0.704, -0.020, -0.181, -0.188, -0.104, -0.067, -0.135, 0.003, -0.188, -0.008, -0.135, -0.069, -0.106, 0.025, -0.154, 0.037, -0.105, -0.070, -0.134, -0.007, -0.187, -0.001, -0.138, -0.070, -0.107, 0.024, -0.154, 0.037, -0.552, -0.042, -0.050, -0.067, -0.298, -0.113, -0.564, -0.054, -0.057, -0.076, -0.185, -0.192, -0.046, -0.551, -0.067, -0.050, -0.040, -0.298, -0.112, -0.565, -0.076, -0.057, -0.056, 0.103, 0.100, 0.075, 0.124, 0.107, 0.101, 0.109, 0.122, 0.114, 0.115, 0.106, 0.122, 0.113, 0.109, 0.101, 0.122, 0.115, 0.114, 0.108, 0.071, 0.084, 0.071, 0.078, 0.087, 0.080, 0.083, 0.081, 0.083, 0.072, 0.079, 0.081, 0.073, 0.087, 0.078, 0.080, 0.080, 0.084, 0.097, 0.088, 0.096, 0.083, 0.082, 0.082, 0.087, 0.080, 0.077, 0.071, 0.071, 0.085, 0.084, 0.079, 0.081, 0.087, 0.073, 0.078, 0.083, 0.078, 0.072, -0.137, -0.336, -0.051, -0.051, -0.278, -0.067, -0.067, -0.223, 0.112, 0.048, 0.046, 0.113, 0.114, 0.111, 0.107]
}

2.
{
  "formula": "CH5ClN2S",
  "method": "ωB97M-V with the def2-TZVPD basis set",
  "relative_energy_ev": 0.000,
  "e_homo_ev": -9.66,
  "total_charge": 0,
  "multiplicity": 1,
  "lumo_energy_ev": 0.6,
  "e_tot_ha": -1008.9672,
  "smiles": "[H]/N=C\\NS.Cl",
  "gap_ev": 10.3010,
  "largest_force_ev_per_a": 0.5,
  "elements": ["C", "H", "H", "H", "H", "H", "N", "N", "S", "Cl"],
  "positions_angstrom": [[1.008, -1.426, -0.400], [-2.168, -1.233, -0.967], [0.318, -2.069, -2.242], [1.845, -2.112, -0.564], [0.150, -0.124, 0.668], [1.354, 2.022, 1.351], [0.092, -1.491, -1.445], [0.981, -0.722, 0.651], [-1.246, -0.470, -1.591], [0.287, 2.063, 2.069]],
  "atomic_forces_ev_per_a": [[0.163, -0.108, 0.017], [0.062, 0.019, 0.000], [-0.027, 0.099, 0.220], [-0.096, 0.089, 0.006], [0.049, -0.114, 0.052], [-0.158, -0.094, 0.137], [-0.053, 0.060, -0.041], [-0.175, -0.097, -0.416], [0.125, -0.095, 0.056], [0.110, 0.241, -0.032]],
  "nbo_charge": [0.275, 0.101, 0.402, 0.166, 0.344, 0.278, -0.789, -0.696, 0.191, -0.274]
}

3.
{
  "formula": "C5H4",
  "method": "ωB97M-V with the def2-TZVPD basis set",
  "relative_energy_ev": 2.274,
  "e_homo_ev": -9.55,
  "total_charge": 0,
  "multiplicity": 1,
  "lumo_energy_ev": -0.7,
  "e_tot_ha": -192.7106,
  "gap_ev": 8.8846,
  "largest_force_ev_per_a": 0.7,
  "elements": ["C", "C", "C", "C", "C", "H", "H", "H", "H"],
  "positions_angstrom": [[-1.319, -0.348, 0.212], [-0.532, 1.600, -1.079], [-0.220, 0.530, -0.376], [1.163, 0.227, -0.165], [2.319, -0.039, 0.058], [-0.939, -0.835, 1.112], [-1.622, -1.116, -0.504], [-2.192, 0.250, 0.481], [3.341, -0.269, 0.261]],
  "atomic_forces_ev_per_a": [[-0.142, -0.052, 0.048], [0.229, -0.554, 0.420], [-0.107, 0.425, -0.272], [0.635, -0.110, 0.079], [-0.578, 0.139, -0.123], [-0.039, 0.127, -0.115], [0.092, 0.082, 0.094], [0.080, -0.091, -0.079], [-0.170, 0.033, -0.053]],
  "nbo_charge": [-0.598, 0.326, -0.454, -0.036, -0.181, 0.238, 0.232, 0.233, 0.241]
}

4.
{
  "formula": "C17H22O5",
  "method": "ωB97M-V with the def2-TZVPD basis set",
  "relative_energy_ev": 13.030,
  "e_homo_ev": -8.92,
  "total_charge": 0,
  "multiplicity": 1,
  "lumo_energy_ev": -0.1,
  "e_tot_ha": -1036.7326,
  "gap_ev": 8.7657,
  "largest_force_ev_per_a": 14.2,
  "elements": ["C", "C", "C", "O", "O", "C", "C", "C", "C", "C", "C", "O", "C", "C", "C", "C", "C", "C", "H", "H", "C", "O", "O", "H", "H", "H", "H", "H", "H", "H", "H", "H", "H", "H", "H", "H", "H", "H", "C", "H", "H", "H", "H", "H"],
  "positions_angstrom": [[-2.044, 1.771, -3.011], [-2.513, 1.421, -1.868], [-2.363, 2.172, -0.688], [-2.834, 1.803, 0.441], [-1.274, 3.209, -0.589], [-1.066, 3.729, 0.553], [0.295, 3.276, 1.091], [0.601, 2.009, 1.154], [-0.157, 1.480, 2.387], [-0.189, -0.019, 2.653], [-1.086, -0.876, 1.398], [-0.410, -0.842, 0.146], [0.651, -1.497, 0.121], [1.062, -2.552, 0.750], [2.300, -3.214, 0.366], [2.666, -3.259, -0.847], [2.092, -2.186, -1.580], [1.021, -1.518, -1.256], [0.519, -0.604, -2.075], [2.428, -2.176, -2.768], [3.943, -3.886, -1.419], [4.259, -4.017, -2.566], [4.277, -4.819, -0.580], [4.992, -5.414, -0.884], [2.779, -3.873, 0.818], [0.703, -2.620, 1.809], [-1.206, -1.804, 2.107], [-2.057, -0.248, 1.323], [0.834, -0.519, 2.571], [-0.604, -0.342, 3.663], [0.167, 1.969, 3.213], [-1.184, 1.806, 2.358], [1.525, 1.749, 1.310], [0.236, 1.398, 0.446], [0.568, 3.996, 1.900], [0.922, 3.738, -0.017], [-1.729, 3.705, 1.184], [-1.338, 4.683, 0.252], [-3.153, -0.030, -1.809], [-2.544, -0.867, -1.337], [-3.523, -0.448, -2.622], [-4.158, -0.130, -1.220], [-1.381, 2.638, -3.046], [-2.025, 1.209, -3.829]],
  "atomic_forces_ev_per_a": [[2.708, 3.975, 0.881], [-2.300, -4.238, -0.304], [1.920, 0.430, 8.175], [1.049, 1.658, -4.680], [-4.751, -7.167, -8.479], [6.574, 2.010, -0.081], [0.643, 13.091, -5.534], [-3.347, -6.761, 4.142], [-1.347, -2.102, -0.729], [0.126, -2.133, -2.090], [-0.786, 2.792, 5.043], [-5.791, 2.895, 4.113], [1.135, -1.786, -6.903], [3.066, -2.370, 6.049], [-6.508, 3.007, 1.326], [3.024, 4.437, -6.155], [2.343, -2.411, -7.554], [-0.550, 5.243, -2.112], [1.531, -3.085, 2.796], [-0.743, 0.227, 3.127], [-3.421, -2.091, -0.891], [0.620, 1.915, -1.044], [1.980, -1.819, 3.120], [-0.501, 0.651, -0.280], [3.468, -5.467, 5.925], [0.552, -0.625, -0.961], [-0.062, 0.758, -2.802], [1.583, -1.513, -0.233], [-1.044, 0.883, 0.284], [0.229, 0.611, -1.346], [1.558, 1.464, 2.783], [-0.601, 0.043, -0.448], [5.527, -0.937, 0.563], [-1.110, -1.596, -3.412], [0.163, -0.905, -0.337], [-0.858, -0.888, 3.276], [-7.431, -2.158, 6.934], [1.828, 3.792, 0.554], [-0.440, 0.991, 6.189], [-0.120, 1.580, -0.376], [-0.826, -1.065, -4.855], [1.841, 0.905, -0.266], [-0.541, 0.197, -0.168], [-0.388, -2.439, -3.240]],
  "nbo_charge": [-0.248, -0.142, 0.753, -0.588, -0.511, -0.081, -0.331, -0.459, -0.409, -0.401, -0.141, -0.466, 0.289, -0.313, -0.129, -0.179, -0.191, -0.189, 0.215, 0.222, 0.781, -0.579, -0.686, 0.504, 0.207, 0.211, 0.206, 0.236, 0.194, 0.212, 0.194, 0.207, 0.213, 0.219, 0.219, 0.153, 0.177, 0.192, -0.634, 0.235, 0.212, 0.225, 0.209, 0.194]
}